Here is a gas-phase ion, C4H9N2 (charge +1) at a distorted geometry from OMol25. Energies are from ωB97M-V/def2-TZVPD.

Geometry as XYZ:
```
15
C4H9N2 ωB97M-V/def2-TZVPD
C 0.74 2.87 -0.12
N 0.48 1.63 0.06
C -0.54 0.92 -0.69
C -0.52 -0.50 -0.49
N 0.16 -1.12 0.37
C 0.17 -2.51 0.76
H 1.53 3.46 0.47
H 0.26 3.36 -0.85
H -0.45 1.13 -1.77
H -1.53 1.24 -0.37
H -1.25 -1.07 -0.98
H 0.81 -0.58 1.08
H -0.65 -2.62 1.47
H 1.04 -2.97 1.06
H -0.26 -3.23 0.01
```

The calculation puts the max |F| at 5.1 eV/Å. As for the total energy: -267.004292 a.u. The value obtained for the energy above the lowest of the compared OMol25 structures with the same formula, charge and spin is 59.6 kcal/mol. The total charge is +1. As for the SMILES: C=NC/C=[NH+]/C.

Löwdin atomic charge list, values in e, 2 entries: 0.021, -0.028